Density functional theory data (ωB97M-V/def2-TZVPD) for 9 unconnected molecules or ions with the total composition C18H55F6N3O8P in a non-equilibrium geometry.

Properties
frontier orbital gap = 8.95 eV
total energy = -66007.975 eV
total charge = -1
molecular weight = 586.61 g/mol
lowest unoccupied orbital energy = 2.6 eV

XYZ file:
```
91
Properties=species:S:1:pos:R:3:mulliken_charge:R:1
P -11.24 -15.62 10.59 1.827
F -12.61 -14.84 11.04 -0.428
F -11.44 -15.24 9.02 -0.561
F -10.42 -14.24 10.91 -0.382
F -9.83 -16.41 10.33 -0.412
F -11.04 -16.06 12.15 -0.394
F -12.06 -16.91 10.21 -0.628
C -6.83 -18.87 8.63 -1.250
C -8.17 -18.58 8.03 0.704
O -8.17 -17.75 6.86 -0.596
H -6.90 -19.60 9.44 0.302
H -6.25 -18.05 9.05 0.314
H -6.33 -19.31 7.75 0.338
H -8.80 -17.96 8.68 -0.125
H -8.80 -19.44 7.78 -0.049
H -9.06 -17.85 6.50 0.418
C -11.86 -14.83 16.37 -1.494
C -11.56 -15.48 15.05 0.524
O -12.52 -15.14 14.07 -0.664
H -12.62 -15.40 16.91 0.345
H -11.94 -13.74 16.27 0.369
H -10.93 -14.91 16.94 0.386
H -11.45 -16.55 15.20 -0.063
H -10.60 -15.06 14.70 0.044
H -12.26 -15.59 13.25 0.392
C -11.50 -20.21 6.71 -1.345
C -11.99 -18.85 7.13 0.648
O -11.03 -17.88 6.70 -0.475
H -10.44 -20.41 6.56 0.322
H -11.81 -20.34 5.66 0.363
H -11.90 -20.97 7.38 0.343
H -12.07 -18.73 8.22 -0.421
H -13.01 -18.54 6.84 0.373
H -11.34 -17.02 7.00 0.164
C -9.87 -13.45 5.79 -1.447
C -11.28 -13.02 6.21 0.371
C -12.37 -14.01 5.77 -0.019
O -13.65 -13.45 5.93 -0.382
C -14.76 -14.30 5.93 -0.731
N -11.24 -12.93 7.66 -0.658
H -9.19 -12.78 6.31 0.407
H -9.72 -13.46 4.70 0.424
H -9.70 -14.51 5.99 0.174
H -11.53 -12.02 5.85 0.391
H -12.29 -14.92 6.37 -0.149
H -12.24 -14.30 4.72 0.420
H -15.02 -14.50 6.98 0.235
H -14.52 -15.22 5.39 0.337
H -15.62 -13.86 5.42 0.255
H -10.95 -13.80 8.12 0.378
H -12.18 -12.72 7.98 0.123
C -11.46 -21.72 12.30 -1.668
C -11.46 -20.20 12.32 0.606
C -10.30 -19.50 13.06 -0.458
O -10.00 -20.04 14.37 -0.495
C -10.68 -19.31 15.39 -0.649
N -11.40 -19.72 10.91 -0.428
H -12.30 -22.10 11.72 0.401
H -11.58 -22.13 13.30 0.326
H -10.52 -22.02 11.83 0.331
H -12.37 -19.79 12.77 0.327
H -10.37 -18.41 13.15 0.355
H -9.41 -19.77 12.49 0.221
H -10.58 -19.85 16.33 0.316
H -11.67 -19.09 15.01 0.311
H -10.12 -18.38 15.56 0.217
H -11.55 -18.72 10.95 -0.014
H -10.48 -19.77 10.48 0.241
C -12.62 -9.69 12.52 -1.602
C -13.13 -11.13 12.71 0.412
C -13.63 -11.81 11.45 0.000
O -14.89 -11.09 11.26 -0.372
C -15.84 -11.92 10.63 -0.703
N -12.12 -11.91 13.42 -0.392
H -13.46 -9.11 12.12 0.387
H -11.82 -9.65 11.77 0.359
H -12.30 -9.20 13.44 0.381
H -13.90 -11.04 13.48 0.201
H -13.96 -12.82 11.69 0.068
H -12.99 -11.91 10.57 0.249
H -15.65 -12.12 9.58 0.236
H -16.83 -11.46 10.75 0.293
H -15.98 -12.85 11.19 0.310
H -11.20 -11.74 13.05 0.077
H -12.29 -12.91 13.38 0.210
O -14.24 -17.65 11.86 -0.707
H -14.41 -16.70 11.92 0.332
H -13.41 -17.72 11.39 0.350
O -9.33 -13.10 13.61 -0.670
H -9.17 -12.23 13.24 0.292
H -9.42 -13.68 12.84 0.331
```

Density functional theory data (ωB97M-V/def2-TZVPD) for a molecular structure, C4H12CrN2OS3Sb.

Properties
frontier orbital gap (alpha / beta) = 4.18 / 4.05 eV
energy relative to the best compared isomer or geometry (same formula, charge and spin) = 0.0 kcal per mole
total energy = -76836.482 eV
total charge = -2
spin multiplicity = 2
molecular weight = 374.11 g/mol
lowest unoccupied orbital energy (alpha / beta) = 4.5 / 4.5 eV

XYZ file:
```
24
Properties=species:S:1:pos:R:3:mulliken_charge:R:1
Cr 1.42 0.62 -2.54 0.834
S 4.74 -2.30 -3.88 -0.869
Sb 3.62 -1.60 -1.94 0.336
S 3.63 0.90 -1.86 -0.677
S 1.15 -1.73 -2.36 -0.697
C -0.89 1.25 1.94 -1.877
C -0.84 -0.01 1.09 1.682
C -2.19 -0.22 0.38 -1.696
C -0.54 -1.22 1.97 -1.734
N 0.29 0.06 0.16 -0.113
N 0.23 1.10 -0.81 -0.525
H -1.65 1.16 2.72 0.444
H -1.14 2.13 1.34 0.378
H 0.09 1.42 2.40 0.418
H -2.99 -0.36 1.10 0.415
H -2.14 -1.10 -0.27 0.363
H -2.45 0.64 -0.24 0.427
H -1.33 -1.35 2.72 0.401
H 0.42 -1.08 2.47 0.410
H -0.48 -2.12 1.36 0.376
H 0.43 -0.80 -0.38 0.266
H 0.55 1.97 -0.38 0.189
H -0.69 1.23 -1.21 0.315
O 0.77 1.42 -3.77 -1.065
```

Density functional theory data (ωB97M-V/def2-TZVPD) for a molecular structure, C30H54IrP2 in a non-equilibrium geometry.

Properties
frontier orbital gap (alpha / beta) = 3.92 / 5.57 eV
energy relative to the best compared isomer or geometry (same formula, charge and spin) = 69.7 kcal per mole
total energy = -53388.882 eV
total charge = +1
spin multiplicity = 5
molecular weight = 668.93 g/mol
lowest unoccupied orbital energy (alpha / beta) = -2.5 / -4.7 eV

XYZ file:
```
87
Properties=species:S:1:pos:R:3:mulliken_charge:R:1
Ir -0.70 0.10 -1.96 -0.445
C 1.85 -0.28 -2.96 1.270
C 1.04 0.50 -3.82 0.680
C 0.93 1.45 -1.68 0.476
C 1.72 0.23 -1.63 -0.674
C 0.45 1.58 -3.05 0.287
C 2.66 -1.45 -3.39 -1.722
H 2.11 -2.10 -4.09 0.342
H 2.98 -2.06 -2.54 0.346
H 3.58 -1.13 -3.93 0.369
C 2.42 -0.26 -0.41 -0.124
H 2.60 -1.34 -0.47 0.201
H 1.82 -0.03 0.48 -0.612
H 3.39 0.24 -0.30 0.357
C 0.89 2.50 -0.63 0.151
H 1.86 3.02 -0.55 0.189
H 0.68 2.05 0.35 -0.764
H 0.12 3.23 -0.86 0.462
C -0.26 2.78 -3.59 -1.205
H 0.00 2.91 -4.64 0.410
H 0.02 3.67 -3.03 0.399
H -1.35 2.65 -3.51 0.190
C 0.82 0.26 -5.27 -1.789
H 1.72 0.47 -5.86 0.367
H 0.01 0.89 -5.65 0.416
H 0.55 -0.80 -5.46 0.319
C -1.27 -1.26 -0.64 0.442
C -0.73 -1.92 -1.83 -0.495
C -1.59 -2.57 -2.87 -1.317
C -2.43 -1.57 -3.70 -1.102
C -2.16 -0.12 -3.36 -0.523
C -2.65 0.48 -2.13 -0.036
C -3.55 -0.33 -1.21 -1.126
C -2.75 -1.32 -0.36 -0.889
H -2.23 -3.35 -2.42 0.443
H -3.51 -1.80 -3.61 0.320
H -0.92 -3.10 -3.56 0.331
H -3.12 -2.35 -0.48 0.496
H -0.61 -1.39 0.23 0.103
H 0.24 -2.42 -1.65 0.864
H -2.89 -1.08 0.70 0.051
H -4.12 0.35 -0.57 0.274
H -2.92 1.54 -2.20 0.677
H -4.30 -0.87 -1.81 0.323
H -2.19 -1.70 -4.76 0.430
H -2.15 0.56 -4.22 0.648
P 0.96 -3.23 1.41 1.164
C 2.71 -3.39 1.97 -1.354
H 2.78 -4.00 2.88 0.465
H 3.13 -2.40 2.17 0.220
H 3.29 -3.86 1.17 0.391
C 0.09 -2.93 3.01 -1.215
H 0.54 -3.52 3.83 0.424
H -0.97 -3.20 2.90 0.373
H 0.15 -1.85 3.25 0.036
C 0.59 -5.02 1.18 -1.407
H -0.48 -5.13 0.96 0.358
H 0.85 -5.60 2.08 0.409
H 1.17 -5.38 0.32 0.377
P -2.01 2.21 2.38 1.547
C -2.23 3.14 0.87 -0.827
H -3.26 3.54 0.83 0.508
H -2.05 2.51 -0.01 -0.168
H -1.52 3.99 0.87 0.445
C -3.33 1.03 2.70 -1.293
H -3.81 0.70 1.76 0.200
H -4.09 1.50 3.34 0.500
H -2.91 0.17 3.23 0.413
C -2.12 3.39 3.75 -1.379
H -3.13 3.84 3.78 0.456
H -1.38 4.19 3.63 0.388
H -1.94 2.87 4.70 0.397
C 3.00 2.46 2.62 -1.629
C 2.10 1.48 3.38 2.197
C 2.80 0.13 3.44 -1.376
C 1.89 1.99 4.81 -1.785
C 0.77 1.38 2.72 -0.455
C -0.42 1.49 2.43 -0.331
H 3.94 2.58 3.17 0.506
H 2.54 3.45 2.53 0.381
H 3.23 2.09 1.62 0.172
H 3.73 0.23 4.02 0.447
H 2.17 -0.63 3.92 0.374
H 3.06 -0.23 2.43 0.075
H 1.42 2.98 4.81 0.386
H 1.26 1.29 5.38 0.367
H 2.86 2.07 5.33 0.428
```

Density functional theory data (ωB97M-V/def2-TZVPD) for a single C3H3Cl3Si molecule in a non-equilibrium geometry.

Properties
frontier orbital gap = 9.54 eV
energy relative to the best compared isomer or geometry (same formula, charge and spin) = 42.5 kcal per mole
total energy = -48605.087 eV
molecular weight = 173.50 g/mol
lowest unoccupied orbital energy = 0.5 eV

XYZ file:
```
10
Properties=species:S:1:pos:R:3:mulliken_charge:R:1
Cl 4.11 -0.52 2.55 -0.212
Si 2.97 -1.68 1.32 0.791
Cl 2.33 -3.29 2.30 -0.192
Cl 3.97 -2.14 -0.31 -0.178
C 1.17 -0.53 0.63 -0.323
C 0.74 0.64 0.18 -0.182
C -0.18 -0.50 -0.12 -0.504
H 0.89 1.66 0.27 0.385
H -0.96 -0.30 0.62 0.161
H -0.47 -0.85 -1.13 0.255
```

Density functional theory data (ωB97M-V/def2-TZVPD) for a molecular structure, C62H49KN4O5 in a non-equilibrium geometry.

Properties
frontier orbital gap = 3.87 eV
energy relative to the best compared isomer or geometry (same formula, charge and spin) = 5.0 kcal per mole
total energy = -97607.495 eV
total charge = -2
molecular weight = 969.19 g/mol
lowest unoccupied orbital energy = 3.6 eV

XYZ file:
```
121
Properties=species:S:1:pos:R:3:mulliken_charge:R:1
K 7.85 5.85 22.23 0.712
C 2.27 11.17 27.11 -0.788
O 2.31 11.10 25.70 -0.462
C 3.50 10.74 25.08 0.849
C 3.46 10.62 23.67 -0.838
C 4.63 10.15 22.99 -0.521
C 5.79 9.91 23.71 0.170
C 5.81 10.19 25.08 -0.616
C 4.68 10.61 25.75 -0.294
C 6.91 9.18 23.08 0.715
C 7.72 8.37 23.98 -0.940
C 9.12 8.34 24.10 -0.533
C 9.50 7.27 24.82 -0.445
C 8.32 6.66 25.26 -0.596
N 7.20 7.40 24.74 -0.372
C 8.22 5.36 25.76 1.230
C 9.09 4.40 25.14 -0.625
C 9.67 3.17 25.60 -1.196
C 10.51 2.67 24.64 -0.908
C 10.36 3.53 23.48 -0.875
C 11.09 3.56 22.18 2.553
C 12.23 2.53 22.15 -0.826
C 12.03 1.14 22.14 -0.383
C 13.08 0.26 21.91 -0.884
C 14.38 0.75 21.66 0.760
O 15.51 -0.02 21.36 -0.479
C 15.50 -1.29 21.97 -0.794
C 14.57 2.13 21.76 -0.623
C 13.49 3.02 21.92 0.093
C 10.68 4.92 20.42 0.651
N 9.68 5.95 20.30 0.150
C 9.83 6.77 19.29 -0.025
C 9.16 7.98 18.98 0.428
C 9.38 8.64 17.69 -0.309
C 9.02 8.10 16.47 -0.080
C 9.14 8.76 15.23 -0.850
C 9.80 9.97 15.23 0.882
O 9.99 10.70 13.98 -0.451
C 8.82 10.65 13.22 -0.715
C 10.17 10.56 16.41 -1.243
C 10.05 9.84 17.61 0.273
C 8.30 8.60 19.86 -0.123
C 7.50 9.85 19.51 -1.207
C 6.79 10.18 20.59 -1.209
C 7.24 9.18 21.71 0.265
N 8.09 8.28 21.13 0.330
C 11.01 6.24 18.50 -1.401
C 11.47 5.15 19.08 -1.052
N 9.55 4.60 23.80 0.670
C 7.12 4.86 26.62 -0.162
C 6.60 5.80 27.46 -0.700
C 5.60 5.43 28.34 -0.308
C 5.10 4.17 28.39 0.814
O 4.07 4.01 29.35 -0.444
C 3.97 2.74 29.92 -0.820
C 5.60 3.14 27.55 -1.019
C 6.62 3.53 26.69 -0.225
H 1.22 11.22 27.44 0.221
H 2.79 12.09 27.40 0.313
H 2.74 10.31 27.58 0.335
H 2.49 10.73 23.17 0.328
H 4.55 9.95 21.93 0.416
H 6.78 10.19 25.60 0.382
H 4.73 10.93 26.78 0.403
H 9.78 8.99 23.59 0.679
H 10.47 6.86 25.02 0.848
H 9.55 2.75 26.54 0.864
H 11.17 1.76 24.67 0.366
H 11.03 0.78 22.36 0.513
H 12.84 -0.79 21.92 0.145
H 16.34 -1.88 21.62 0.296
H 14.59 -1.85 21.77 0.272
H 15.62 -1.28 23.08 0.285
H 15.61 2.52 21.71 0.378
H 13.65 4.09 21.99 0.346
H 8.59 7.11 16.45 0.455
H 8.67 8.33 14.35 0.325
H 9.12 10.87 12.17 0.225
H 8.07 11.40 13.53 0.272
H 8.21 9.73 13.26 0.284
H 10.74 11.46 16.37 0.405
H 10.54 10.23 18.49 0.679
H 7.52 10.36 18.56 0.390
H 6.22 11.10 20.68 0.500
H 11.51 6.77 17.69 0.332
H 12.35 4.58 18.80 0.472
H 6.94 6.80 27.50 0.522
H 5.21 6.06 29.12 0.397
H 3.18 2.80 30.73 0.229
H 4.97 2.44 30.38 0.325
H 3.67 2.04 29.22 0.316
H 5.28 2.09 27.58 0.223
H 7.15 2.85 26.05 0.541
O 10.74 11.00 20.81 -0.722
H 11.34 10.58 21.41 0.361
H 10.05 10.33 20.84 0.262
C 10.59 -0.26 18.58 -0.698
C 11.56 0.72 18.62 -1.075
C 11.41 1.91 19.31 0.243
C 10.26 2.26 19.95 0.352
C 9.19 1.30 19.85 -0.485
C 9.40 0.06 19.26 -0.701
C 10.17 3.47 20.87 0.347
C 11.51 4.93 21.69 -1.602
C 12.14 5.93 22.40 1.897
C 12.34 7.25 21.85 -0.360
C 13.14 8.23 22.47 -0.370
C 13.71 7.97 23.71 -0.910
C 13.45 6.70 24.34 -0.766
C 12.73 5.72 23.70 -0.388
H 10.76 -1.14 18.01 0.471
H 12.54 0.48 18.26 0.373
H 12.27 2.57 19.44 0.397
H 8.25 1.52 20.39 0.263
H 8.59 -0.66 19.32 0.354
H 9.11 3.55 21.16 0.079
H 11.89 7.44 20.84 -0.161
H 13.19 9.33 22.13 0.176
H 14.34 8.70 24.21 0.319
H 13.86 6.56 25.34 0.343
H 12.58 4.83 24.23 0.515
```